No. 1
Entry from OMol25: a cluster of 2 separate species, CH8NO2 in total in a non-equilibrium geometry (ωB97M-V with the def2-TZVPD basis set).

Properties
energy relative to the best compared isomer or geometry (same formula, charge and spin) = 9.78 kJ/mol
gap between HOMO and LUMO = 12.45 eV
total charge = +1
E_LUMO = -3.391 eV
multiplicity = 1
DFT total energy = -247.88248 hartree
strongest force on any atom = 1.46 eV/A

Each line ends with the Mulliken charge.
CARTESIAN COORDINATES (ANGSTROEM)
O  -0.526  -2.399  -0.445  -0.657
H  -0.449  -0.799  0.044  0.297
H  -1.216  -2.836  -0.963  0.312
H  0.207  -3.021  -0.354  0.317
N  -0.607  0.146  0.450  -0.278
C  0.528  1.069  0.655  -0.249
O  0.713  1.663  -0.585  -0.487
H  -1.253  0.612  -0.189  0.382
H  -1.210  0.046  1.249  0.370
H  1.394  0.487  0.969  0.325
H  0.248  1.782  1.423  0.333
H  1.552  2.121  -0.564  0.332

=====

No. 2
Entry from OMol25: a structure of composition C29H43N9O4S2Ti (ωB97M-V with the def2-TZVPD basis set).

Properties
energy relative to the best compared isomer or geometry (same formula, charge and spin) = 105.86 kJ/mol
gap between HOMO and LUMO = 5.38 eV
total charge = +2
E_LUMO = -6.419 eV
multiplicity = 1
DFT total energy = -3570.10865 hartree
strongest force on any atom = 0.79 eV/A

Each line ends with the Mulliken charge.
CARTESIAN COORDINATES (ANGSTROEM)
Ti  0.444  -0.681  -0.924  -0.145
C  3.500  0.964  -0.349  -1.232
N  3.097  0.396  0.948  0.256
C  2.985  1.355  2.054  -1.134
C  2.610  -0.843  1.051  0.361
N  2.085  -1.396  -0.082  0.958
C  2.177  -2.802  -0.354  -0.100
C  3.253  -3.573  0.061  -0.547
C  3.330  -4.913  -0.287  -0.818
C  2.346  -5.478  -1.083  -0.953
C  1.290  -4.704  -1.539  -0.505
C  1.190  -3.368  -1.172  -0.140
N  0.210  -2.478  -1.704  1.389
C  -0.951  -2.900  -2.296  -0.049
N  -1.717  -3.836  -1.743  0.237
C  -2.587  -4.709  -2.534  -1.239
C  -1.646  -4.160  -0.320  -0.875
N  -1.321  -2.274  -3.418  0.353
C  -2.725  -2.082  -3.783  -1.173
C  -0.343  -1.820  -4.414  -1.080
N  2.591  -1.472  2.230  0.264
C  1.607  -2.503  2.550  -0.682
C  3.639  -1.289  3.231  -1.392
H  4.427  1.516  -0.202  0.493
H  2.746  1.660  -0.723  0.243
H  3.676  0.170  -1.068  0.345
H  3.099  2.350  1.631  0.393
H  3.748  1.219  2.816  0.360
H  1.999  1.283  2.512  0.393
H  4.045  -3.122  0.646  0.525
H  4.172  -5.505  0.042  0.453
H  2.412  -6.517  -1.376  0.451
H  0.555  -5.139  -2.206  0.527
H  -2.292  -4.686  -3.579  0.418
H  -3.635  -4.429  -2.440  0.404
H  -2.463  -5.725  -2.162  0.415
H  -1.217  -3.331  0.233  0.096
H  -1.054  -5.062  -0.154  0.364
H  -2.660  -4.330  0.038  0.475
H  -3.056  -2.787  -4.546  0.363
H  -2.823  -1.075  -4.187  0.396
H  -3.353  -2.165  -2.900  0.380
H  -0.473  -2.407  -5.324  0.406
H  0.666  -1.953  -4.039  0.274
H  -0.499  -0.769  -4.649  0.345
H  0.746  -2.421  1.893  0.004
H  1.277  -2.343  3.577  0.470
H  2.036  -3.502  2.469  0.296
H  4.514  -0.829  2.779  0.484
H  3.920  -2.273  3.605  0.421
H  3.295  -0.685  4.072  0.387
C  -3.609  2.922  5.281  -1.444
C  -3.121  2.216  4.051  0.885
C  -3.244  2.824  2.797  -0.844
C  -2.818  2.186  1.651  -0.740
C  -2.252  0.920  1.764  0.212
C  -2.106  0.292  2.990  -0.439
C  -2.547  0.949  4.127  -0.970
S  -1.786  0.102  0.299  1.738
O  -0.808  -0.989  0.692  -0.298
O  -2.932  -0.358  -0.427  -0.728
N  -0.756  0.956  -0.574  0.114
C  -1.190  1.578  -1.825  -0.223
C  -0.137  1.263  -2.877  0.150
O  -0.120  1.694  -3.981  -0.563
O  0.755  0.319  -2.441  -0.639
H  -3.140  3.902  5.377  0.360
H  -3.399  2.350  6.182  0.354
H  -4.687  3.083  5.224  0.347
H  -3.688  3.809  2.724  0.433
H  -2.925  2.664  0.685  0.459
H  -1.666  -0.694  3.058  0.490
H  -2.447  0.467  5.091  0.346
H  -1.268  2.661  -1.745  0.057
H  -2.142  1.163  -2.169  0.491
C  -1.000  6.043  -2.045  -0.963
N  -0.073  6.192  -0.937  0.218
C  -0.044  7.279  -0.073  -0.277
C  0.996  7.105  0.759  -0.580
N  1.583  5.903  0.401  0.003
C  0.944  5.343  -0.656  0.066
S  1.372  3.932  -1.469  -0.434
H  -1.016  6.958  -2.634  0.368
H  -2.004  5.833  -1.678  0.307
H  -0.652  5.224  -2.670  0.319
H  -0.762  8.077  -0.139  0.475
H  1.362  7.716  1.563  0.413
H  2.455  5.539  0.742  0.206

=====

No. 3
Entry from OMol25: a structure of composition C24H20AsBrN4O4S10SbW (ωB97M-V with the def2-TZVPD basis set).

Properties
energy relative to the best compared isomer or geometry (same formula, charge and spin) = 108.50 kJ/mol
gap between HOMO and LUMO = 6.09 eV
total charge = -1
E_LUMO = 0.325 eV
multiplicity = 1
DFT total energy = -10545.84535 hartree
strongest force on any atom = 0.88 eV/A

Each line ends with the Mulliken charge.
CARTESIAN COORDINATES (ANGSTROEM)
W  -0.180  2.488  2.130  0.315
S  1.160  4.624  2.508  -0.170
As  -0.791  5.593  2.098  0.151
S  -0.990  4.049  0.453  -0.183
S  -0.760  2.984  4.377  -0.003
S  -1.951  4.607  3.859  -0.194
C  3.949  3.610  -0.536  -0.991
O  3.292  2.382  -0.294  0.244
C  3.666  1.306  -1.019  -0.091
C  4.693  1.287  -1.946  -0.577
C  4.946  0.112  -2.652  -0.523
Br  6.366  0.106  -3.915  -0.246
C  4.201  -1.020  -2.461  -0.770
C  3.166  -1.008  -1.516  1.075
C  2.903  0.145  -0.789  0.039
O  1.878  0.275  0.076  1.388
C  2.302  -2.194  -1.401  -0.171
N  1.820  -2.843  -2.431  -0.778
C  1.026  -3.839  -1.888  0.533
C  0.253  -4.813  -2.518  -0.894
C  -0.470  -5.678  -1.717  -0.411
C  -0.432  -5.587  -0.317  -0.488
C  0.325  -4.626  0.325  -0.922
C  1.046  -3.756  -0.486  0.512
N  1.863  -2.685  -0.202  0.471
H  5.012  3.547  -0.288  0.351
H  3.466  4.337  0.113  0.160
H  3.834  3.917  -1.580  0.372
H  5.289  2.167  -2.133  0.516
H  4.386  -1.922  -3.027  0.562
H  1.453  -0.577  0.252  -0.232
H  0.227  -4.881  -3.597  0.443
H  -1.084  -6.443  -2.175  0.380
H  -1.016  -6.282  0.272  0.383
H  0.351  -4.544  1.403  0.468
H  2.235  -2.439  0.724  -0.384
O  -3.802  1.277  4.125  -0.674
C  -4.592  0.834  3.128  0.352
C  -5.860  0.371  3.486  -0.669
C  -6.734  -0.093  2.524  -0.319
C  -6.368  -0.101  1.180  -0.745
C  -5.113  0.349  0.821  -0.498
C  -4.207  0.808  1.780  -0.055
C  -2.862  1.247  1.363  0.849
O  -2.208  2.023  2.185  -0.076
N  -2.377  0.816  0.247  -0.646
N  -1.147  1.386  -0.043  0.356
C  -0.757  1.107  -1.234  -0.138
S  0.574  1.946  -1.999  -0.020
C  0.180  1.365  -3.673  -0.774
C  -0.394  -0.031  -3.555  -0.292
S  -1.649  -0.018  -2.242  -0.052
H  -3.006  1.698  3.750  0.333
H  -6.128  0.391  4.534  0.426
H  -7.713  -0.445  2.822  0.367
H  -7.057  -0.455  0.424  0.389
H  -4.795  0.348  -0.213  0.436
H  1.111  1.362  -4.241  0.431
H  -0.527  2.050  -4.139  0.371
H  0.382  -0.758  -3.317  -0.030
H  -0.886  -0.339  -4.478  0.455
S  3.186  -1.680  2.595  -0.638
Sb  1.846  -0.152  3.587  0.748
S  -0.256  0.118  2.473  -0.349
S  2.070  2.081  2.612  -0.279
S  1.652  0.093  5.800  -0.592

=====

> The lowest E_LUMO belongs to which entry?

C29H43N9O4S2Ti

=====

> Which value of gap between HOMO and LUMO does entry 1 give?

12.45 eV

=====

> gap between HOMO and LUMO of number 2 (C29H43N9O4S2Ti)?

5.38 eV